Molecular formula: CH3NO3
Method: DFT, ωB97M-V/def2-TZVPD

Each line ends with the Löwdin charge.
Cartesian coordinates (Å):
O (-1.296, 1.140, -0.033)  0.03
N (-1.202, -0.041, 0.010)  -0.11
O (-2.419, -0.699, 0.018)  0.01
H (-2.218, -1.647, 0.055)  0.10
C (1.778, 0.314, -0.012)  -0.17
O (1.492, -0.845, -0.032)  -0.02
H (1.300, 1.040, 0.658)  0.07
H (2.564, 0.738, -0.664)  0.08

Cartesian forces (eV/Å) of the 2 atoms listed first:
-0.7 -1.6 0.0
0.5 0.7 0.0

Summary:
Energy in eV: -8714.448
Max |F| in eV/Å: 1.73
Net charge: 0
Gap between HOMO and LUMO in hartree: 0.3754

Molecular formula: C3H4N2O
Method: DFT, ωB97M-V/def2-TZVPD

Each line ends with the Löwdin charge.
Cartesian coordinates (Å):
N (1.793, -0.118, -0.301)  0.13
C (0.450, -0.299, -0.026)  -0.40
C (-0.557, 0.440, -0.553)  -0.03
C (-1.670, 0.102, 0.248)  -0.16
N (-1.389, -0.838, 1.114)  0.06
O (-0.028, -1.102, 0.946)  0.00
H (2.481, -0.821, -0.093)  0.09
H (2.101, 0.816, -0.066)  0.10
H (-0.460, 1.064, -1.425)  0.11
H (-2.654, 0.557, 0.247)  0.11

Cartesian forces (eV/Å) of the 2 atoms listed first:
0.1 -0.1 0.0
-0.2 0.3 -0.1

Summary:
Energy in eV: -8201.871
Max |F| in eV/Å: 0.57
Net charge: 0
Gap between HOMO and LUMO in hartree: 0.3637